(1)
The following is a quantum chemistry calculation of a structure of composition C16H17F6IN2OSn in a non-equilibrium geometry, from the OMol25 dataset.

Geometry (Å):
1 H 2.921 0.801 -4.330
2 F -1.071 4.061 2.248
3 H -5.198 -0.982 0.197
4 C 2.754 0.220 -3.403
5 C -4.993 -1.221 1.271
6 H 0.622 -0.055 -3.718
7 O -1.228 0.901 0.467
8 F -2.587 2.496 2.387
9 C 3.792 -0.149 -2.546
10 C -1.636 -0.298 -2.308
11 H 1.031 -3.495 3.698
12 H -1.665 4.147 -0.071
13 H -5.129 -2.306 1.347
14 Sn -2.791 -0.445 -0.409
15 C 0.540 2.514 0.283
16 C 2.889 -2.476 1.025
17 H -2.432 0.053 -2.980
18 C 1.328 -3.061 2.741
19 H -1.470 2.902 -1.353
20 C 3.494 -0.783 -1.338
21 C 0.350 -2.450 1.938
22 C -1.274 2.713 2.094
23 H 3.443 -3.543 2.841
24 H -0.770 0.363 -2.220
25 H 4.820 0.049 -2.804
26 C 1.463 -0.190 -3.031
27 N 0.605 -1.887 0.757
28 F 0.772 2.233 -1.046
29 H -2.864 2.816 -0.243
30 I -2.882 -1.159 2.474
31 H 3.883 -2.497 0.589
32 H -1.314 -1.316 -2.585
33 H 4.265 -1.066 -0.633
34 C 2.637 -3.079 2.262
35 C -1.824 3.104 -0.343
36 C 1.856 -1.835 0.291
37 N 1.190 -0.754 -1.848
38 C -1.027 2.232 0.596
39 H -0.692 -2.407 2.307
40 F 0.871 3.837 0.456
41 C 2.162 -1.100 -1.000
42 H -5.714 -0.752 1.895
43 F -0.547 2.090 3.045
44 F 1.417 1.775 0.996

Results
- Net charge: +2
- Largest force on an atom: 0.100 Eh/bohr
- E_HOMO (spin up / spin down): -0.5259 / -0.5247 Ha
- DFT total energy: -52110.62238 eV
- HOMO-LUMO gap (spin up / spin down): 2.7512 / 2.7439 eV
- LUMO (spin up / spin down): -11.560 / -11.533 eV

Löwdin atomic charge list, values in e, 6 entries: 0.13 0.15 0.00 0.00 -0.32 0.11

=====

(2)
The following is a quantum chemistry calculation of a structure of composition C39H52AsBN3P2S2Si3W in a non-equilibrium geometry, from the OMol25 dataset.

Geometry (Å):
1 C -2.107 -2.326 3.841
2 N -2.608 -2.327 4.877
3 H -1.416 3.219 -0.466
4 N -2.648 -5.568 2.278
5 H 5.443 -2.991 1.197
6 C -1.431 -3.340 1.712
7 C -4.684 0.770 0.544
8 C -5.553 4.869 2.241
9 C -4.736 3.744 2.214
10 H -5.831 6.893 1.567
11 C -0.444 3.204 -4.400
12 H -4.736 1.448 -0.303
13 C 0.912 -1.726 -3.061
14 H 2.810 2.365 -3.977
15 H -6.334 -1.894 1.837
16 H -5.042 2.859 2.757
17 C 4.308 0.611 3.062
18 H 5.326 0.576 2.663
19 C -3.155 4.936 0.857
20 H 2.431 -1.825 -4.698
21 C 1.744 2.413 -3.786
22 N 0.661 -1.498 -1.957
23 C 5.715 -0.706 -0.189
24 C -3.688 0.922 1.510
25 C 4.027 -0.037 -2.619
26 H -4.395 -3.094 -2.852
27 H 1.393 -3.381 3.573
28 C -5.593 -1.107 1.747
29 C 4.870 -2.932 2.128
30 Si 3.072 1.032 1.769
31 H 4.381 1.757 -0.197
32 C 0.923 3.128 -4.643
33 P -0.883 1.012 -0.991
34 C -3.539 3.753 1.495
35 H 5.518 -0.742 0.882
36 H 4.048 1.027 -2.355
37 H -3.995 -2.773 -0.436
38 H 0.730 1.837 1.840
39 H -2.869 2.361 -0.978
40 H -3.246 -1.627 -4.507
41 C -2.218 -0.496 -3.031
42 C -4.615 -0.961 2.722
43 H 4.089 -0.350 3.539
44 H -6.485 4.840 2.796
45 C -3.667 0.056 2.602
46 H 1.698 -1.640 3.536
47 C -3.509 -2.136 -1.166
48 H 3.109 -0.258 -3.175
49 H 0.842 -3.078 -4.842
50 C -3.977 6.058 0.877
51 H 4.877 -0.244 -3.286
52 H 2.878 2.684 -0.036
53 H -4.586 -1.628 3.577
54 H 5.034 -3.864 2.685
55 H -2.611 -0.896 0.317
56 C -1.998 2.311 -0.334
57 C 2.584 -4.368 0.892
58 Si 3.051 -2.833 1.827
59 H -2.904 0.176 3.366
60 C -0.173 1.820 -2.445
61 H -6.395 -0.348 -0.101
62 H -3.668 6.962 0.360
63 C 1.197 1.758 -2.687
64 H 5.031 -3.019 -2.445
65 H 5.262 -2.103 2.727
66 H 4.245 -3.623 -0.971
67 H 0.598 -1.089 -5.154
68 H 1.787 2.722 2.952
69 W 0.066 -1.075 -0.059
70 P -2.443 2.264 1.471
71 C -3.075 -1.485 -3.444
72 S -0.584 -3.316 0.210
73 H 1.200 1.106 3.380
74 H -2.059 2.631 -3.122
75 H 2.146 -4.162 -0.082
76 C 2.172 -2.620 3.443
77 H 4.269 1.388 3.835
78 S -0.649 -0.796 2.157
79 H -1.696 0.101 -3.767
80 C -2.112 -4.577 2.044
81 C -0.991 2.560 -3.302
82 H 2.888 -2.726 4.269
83 C -3.722 -2.315 -2.510
84 C -1.451 -2.275 2.548
85 H 1.347 3.634 -5.503
86 C 4.177 -2.879 -1.768
87 C -2.009 -0.280 -1.658
88 H 6.534 -1.405 -0.406
89 C -5.185 6.022 1.558
90 H 6.059 0.305 -0.438
91 Si 4.201 -1.143 -1.166
92 C -5.627 -0.238 0.658
93 H 1.861 -4.961 1.462
94 H 1.832 1.201 -2.018
95 As 2.450 -0.895 0.469
96 H 3.261 -3.065 -2.342
97 C -2.655 -1.111 -0.737
98 C 1.553 1.725 2.549
99 H -1.088 3.760 -5.073
100 H 4.263 3.037 1.021
101 H -2.201 5.001 0.342
102 B 1.224 -1.956 -4.560
103 C 3.708 2.233 0.519
104 H 3.480 -4.982 0.741

Results
- Net charge: +1
- <S²>: 2.053
- Largest force on an atom: 0.036 Eh/bohr
- E_HOMO (spin up / spin down): -0.3996 / -0.4013 Ha
- DFT total energy: -172975.96275 eV
- HOMO-LUMO gap (spin up / spin down): 6.0339 / 6.4705 eV
- LUMO (spin up / spin down): -4.839 / -4.450 eV
- Spin multiplicity: 3

Löwdin atomic charge list, values in e, 6 entries: -0.26 0.22 0.04 0.20 0.03 -0.67